1.
C20H20N4O2 in the gas phase. Source: the Open Molecules 2025 dataset; level of theory: ωB97M-V with the def2-TZVPD basis set.

Last column: natural (NBO) charge in e.
CARTESIAN COORDINATES (ANGSTROEM)
O: 4.2887 -1.3939 1.4016  -0.61
C: 3.2473 -1.6700 0.8380  0.66
N: 2.2218 -0.7907 0.6348  -0.64
C: 2.1275 0.5404 0.9950  0.29
C: 3.0534 1.1455 1.8478  -0.27
C: 2.9009 2.4599 2.2341  -0.16
C: 1.8155 3.2001 1.7892  -0.24
C: 0.9095 2.6249 0.9221  -0.17
C: 1.0538 1.3070 0.4877  -0.22
C: 0.1030 0.7166 -0.4866  0.68
O: -0.1079 -0.4892 -0.5869  -0.66
N: -0.5104 1.5906 -1.3162  -0.61
C: -1.4797 1.1537 -2.2948  -0.23
C: -2.8993 1.0998 -1.7242  -0.41
C: -3.3997 2.4792 -1.2810  -0.20
N: -4.7547 2.4142 -0.8088  -0.34
C: -5.8865 2.4563 -1.5751  -0.12
C: -6.9320 2.2918 -0.7140  -0.09
N: -6.4690 2.1438 0.5541  -0.45
C: -5.1715 2.2158 0.4649  0.16
C: 2.9821 -3.0425 0.3137  -0.09
C: 3.7246 -4.0810 0.8726  -0.17
C: 3.5501 -5.3827 0.4445  -0.22
C: 2.6377 -5.6615 -0.5598  -0.19
C: 1.9082 -4.6333 -1.1335  -0.22
C: 2.0740 -3.3286 -0.7031  -0.20
H: 1.3851 -1.1273 0.1552  0.44
H: 3.8842 0.5610 2.2057  0.26
H: 3.6223 2.9067 2.9012  0.22
H: 1.6771 4.2192 2.1167  0.22
H: 0.0556 3.2088 0.6071  0.20
H: -0.3006 2.5718 -1.2532  0.40
H: -1.4368 1.8268 -3.1540  0.20
H: -1.1924 0.1468 -2.6095  0.24
H: -2.9122 0.4188 -0.8715  0.22
H: -3.5704 0.7006 -2.4864  0.22
H: -2.7739 2.8603 -0.4686  0.21
H: -3.3526 3.1802 -2.1213  0.20
H: -5.8499 2.6059 -2.6347  0.21
H: -7.9823 2.2729 -0.9237  0.21
H: -4.4943 2.1383 1.2924  0.19
H: 4.4361 -3.8412 1.6485  0.23
H: 4.1259 -6.1798 0.8910  0.22
H: 2.4985 -6.6773 -0.8994  0.21
H: 1.2042 -4.8483 -1.9239  0.21
H: 1.5011 -2.5485 -1.1823  0.22

Forces on atoms 1 to 3 (eV/Å):
0.05 -0.01 0.07
0.03 0.17 0.03
-0.37 -0.35 -0.35

## Properties
SMILES: O=C(Nc1ccccc1C(=O)NCCCn1ccnc1)c1ccccc1
E, eV: -31121.50845
Kohn-Sham gap, eV: 8.954
Energy above the lowest of the compared OMol25 structures with the same formula, charge and spin, eV: 0.1108
F_max, eV Å⁻¹: 0.6
HOMO energy, eV: -8.67
LUMO, eV: 0.28
Charge: 0

***

2.
C20H20N4O4 in the gas phase. Source: the Open Molecules 2025 dataset; level of theory: ωB97M-V with the def2-TZVPD basis set.

Last column: natural (NBO) charge in e.
CARTESIAN COORDINATES (ANGSTROEM)
C: -7.0534 0.1641 -4.1077  -0.25
O: -6.0574 1.0762 -4.5048  -0.49
C: -4.8059 0.9412 -3.9985  0.31
C: -4.4116 -0.0426 -3.0961  -0.27
C: -3.1067 -0.0820 -2.6369  -0.18
C: -2.1704 0.8504 -3.0679  -0.18
C: -0.7434 0.8486 -2.6408  0.64
O: 0.1486 1.2615 -3.3563  -0.61
N: -0.5505 0.3593 -1.3768  -0.43
N: 0.5837 0.1650 -0.6588  -0.27
C: 1.7503 0.4078 -1.1151  0.06
C: 2.9187 0.2007 -0.3063  -0.22
C: 4.2278 0.5385 -0.7212  -0.03
N: 5.1072 0.3238 0.2309  -0.26
N: 4.4111 -0.1452 1.2619  -0.33
C: 3.0859 -0.2499 1.0111  0.22
C: 2.1681 -0.7651 2.0133  -0.21
C: 1.0868 -1.5719 1.6556  -0.12
C: 0.2407 -2.0943 2.6048  -0.28
C: 0.4431 -1.8283 3.9613  0.33
O: -0.4452 -2.3895 4.8217  -0.49
C: -0.2782 -2.1688 6.2020  -0.25
C: 1.5116 -1.0230 4.3354  -0.38
C: 2.3685 -0.5061 3.3743  0.41
O: 3.4394 0.2646 3.8072  -0.56
C: 3.2130 1.6573 3.7121  -0.25
C: -2.5662 1.8180 -3.9925  -0.14
C: -3.8630 1.8717 -4.4451  -0.26
H: -7.9560 0.4661 -4.6363  0.20
H: -6.7954 -0.8613 -4.3908  0.18
H: -7.2340 0.2104 -3.0290  0.18
H: -5.1092 -0.7883 -2.7482  0.21
H: -2.8256 -0.8785 -1.9622  0.21
H: -1.3666 0.1198 -0.8298  0.39
H: 1.9431 0.8004 -2.1105  0.21
H: 4.5328 0.9269 -1.6723  0.21
H: 4.8642 -0.3608 2.1376  0.42
H: 0.9281 -1.7858 0.6126  0.24
H: -0.5889 -2.7241 2.3263  0.22
H: 0.6862 -2.5469 6.5551  0.18
H: -0.3671 -1.1068 6.4524  0.18
H: -1.0810 -2.7208 6.6879  0.20
H: 1.7155 -0.7852 5.3674  0.23
H: 4.1304 2.1386 4.0459  0.20
H: 2.3821 1.9646 4.3561  0.18
H: 2.9935 1.9584 2.6827  0.18
H: -1.8299 2.5248 -4.3435  0.24
H: -4.1792 2.6209 -5.1532  0.23

Forces on atoms 1 to 3 (eV/Å):
-0.18 -0.17 0.08
0.30 0.19 -0.06
0.18 0.02 0.03

## Properties
SMILES: COc1ccc(C(=O)N/N=C/c2cn[nH]c2-c2ccc(OC)cc2OC)cc1
E, eV: -35213.09985
Kohn-Sham gap, eV: 8.419
Energy above the lowest of the compared OMol25 structures with the same formula, charge and spin, eV: 3.7396
F_max, eV Å⁻¹: 1.0
HOMO energy, eV: -7.87
LUMO, eV: 0.55
Charge: 0

***

3.
A molecular structure, C20H20N4S5Ti. Source: the Open Molecules 2025 dataset; level of theory: ωB97M-V with the def2-TZVPD basis set.

Last column: natural (NBO) charge in e.
CARTESIAN COORDINATES (ANGSTROEM)
Ti: -0.6789 0.7480 0.1349  0.74
S: -2.7896 1.3294 -1.2877  -0.35
C: -2.3326 0.4307 -2.7370  -0.16
C: -3.3709 -0.0143 -3.5694  -0.22
C: -3.1281 -0.7439 -4.7166  -0.19
C: -1.8261 -1.0532 -5.0949  -0.23
C: -0.7816 -0.6132 -4.3055  -0.24
C: -1.0279 0.1011 -3.1354  -0.14
S: 0.3686 0.6645 -2.1877  0.27
C: 1.2336 -0.8855 -1.7533  -0.56
C: 1.9134 -0.8089 -0.4113  0.26
C: 3.1199 -1.4615 -0.1998  -0.24
C: 3.6553 -1.4775 1.0771  -0.13
C: 2.9910 -0.8306 2.1070  -0.24
C: 1.8095 -0.1660 1.8183  0.25
C: 1.0917 0.6464 2.8601  -0.57
S: -0.7140 0.6744 2.6765  0.30
C: -1.0820 -1.0137 3.1129  -0.27
C: -1.0620 -1.3384 4.4658  -0.14
C: -1.3024 -2.6358 4.8786  -0.27
C: -1.5809 -3.6031 3.9178  -0.19
C: -1.6208 -3.2755 2.5765  -0.23
C: -1.3748 -1.9687 2.1270  -0.13
S: -1.5075 -1.6381 0.4141  -0.31
N: 1.2995 -0.1699 0.5860  -0.53
H: -4.3872 0.2166 -3.2796  0.23
H: -3.9629 -1.0751 -5.3212  0.21
H: -1.6285 -1.6198 -5.9947  0.21
H: 0.2428 -0.8195 -4.5921  0.21
H: 1.9710 -1.1506 -2.5096  0.23
H: 0.4690 -1.6660 -1.7025  0.28
H: 3.6183 -1.9619 -1.0182  0.22
H: 4.5863 -1.9945 1.2684  0.22
H: 3.3825 -0.8308 3.1148  0.23
H: 1.4114 1.6883 2.7685  0.26
H: 1.3460 0.2934 3.8590  0.24
H: -0.8601 -0.5594 5.1918  0.21
H: -1.2846 -2.8876 5.9303  0.21
H: -1.7788 -4.6240 4.2202  0.21
H: -1.8522 -4.0346 1.8411  0.22
N: -0.6805 3.2072 0.0770  -0.68
N: 0.1538 4.0552 -0.6562  -0.44
C: 1.4942 3.9065 -0.6885  0.29
N: 2.1321 4.7302 -1.5447  -0.79
S: 2.3289 2.8520 0.2886  -0.24
H: -1.4980 2.9859 -0.5115  0.42
H: -0.9914 3.6641 0.9292  0.37
H: -0.2950 4.7519 -1.2298  0.38
H: 1.6478 5.3073 -2.2103  0.39
H: 3.1325 4.6689 -1.5844  0.42

Forces on atoms 1 to 3 (eV/Å):
-0.39 -0.11 -0.06
0.32 -0.04 0.06
-0.11 0.02 0.03

## Properties
E, eV: -104318.98237
Multiplicity: 3
Kohn-Sham gap (alpha / beta), eV: 6.491 / 6.970
F_max, eV Å⁻¹: 0.4
HOMO energy (alpha / beta), eV: -6.33 / -6.81
LUMO (alpha / beta), eV: 0.16 / 0.16
⟨S²⟩: 2.006
Charge: 0

***

4.
C20H20O6 in the gas phase in a non-equilibrium geometry. Source: the Open Molecules 2025 dataset; level of theory: ωB97M-V with the def2-TZVPD basis set.

Last column: natural (NBO) charge in e.
CARTESIAN COORDINATES (ANGSTROEM)
C: 0.6243 5.8861 1.7616  -0.40
C: -0.3085 4.8799 1.8395  -0.18
C: 0.0134 3.4403 1.6204  -0.15
C: 1.1444 2.7915 2.1688  -0.03
C: 2.0555 3.5062 3.1795  -0.65
C: 1.4784 1.4958 1.8053  0.28
O: 2.5663 0.8744 2.3517  -0.68
C: 0.6663 0.8011 0.8547  -0.04
C: 1.0090 -0.5056 0.4105  -0.23
C: 0.1219 -1.3159 -0.3332  0.07
C: -1.0892 -0.7821 -0.7602  -0.31
C: -1.4164 0.5597 -0.3991  0.49
O: -2.6562 0.9983 -0.8085  -0.72
C: -0.5481 1.3449 0.4343  -0.14
C: -0.8713 2.6860 0.8038  0.35
O: -1.9920 3.2729 0.2827  -0.68
C: -2.0400 -1.6211 -1.5287  0.59
O: -3.2543 -1.4375 -1.4849  -0.57
C: -1.5047 -2.7220 -2.4733  0.08
C: -2.6135 -3.6515 -3.0794  -0.63
O: -0.8191 -2.1168 -3.5838  -0.70
C: -0.4837 -3.4679 -1.6053  0.59
O: -0.3319 -4.6970 -1.6999  -0.52
C: 0.5493 -2.7393 -0.7269  -0.18
C: 0.8210 -3.4898 0.6063  -0.59
C: 1.8916 -2.6669 -1.5112  -0.59
H: 0.3221 6.9332 1.9879  0.21
H: 1.6153 5.6337 1.4778  0.19
H: -1.3418 5.1010 2.0439  0.22
H: 2.4142 2.8399 3.9723  0.19
H: 2.9475 3.8659 2.6880  0.22
H: 1.6020 4.3454 3.6953  0.25
H: 2.9857 1.4242 3.0479  0.49
H: 1.9225 -0.9656 0.7018  0.22
H: -3.1541 0.2486 -1.1966  0.53
H: -2.4165 2.6160 -0.3037  0.51
H: -3.2989 -3.0318 -3.6532  0.23
H: -2.1888 -4.4331 -3.6963  0.22
H: -3.2003 -4.1570 -2.2965  0.23
H: -0.5614 -2.7679 -4.2490  0.49
H: 1.1048 -4.5177 0.4102  0.23
H: -0.0942 -3.5016 1.2381  0.21
H: 1.6280 -3.0530 1.1791  0.22
H: 1.7302 -2.2588 -2.5101  0.22
H: 2.6293 -2.0105 -1.0557  0.22
H: 2.3416 -3.6349 -1.6059  0.22

Forces on atoms 1 to 3 (eV/Å):
-2.93 -0.99 0.57
1.92 1.04 -0.14
-1.62 -0.44 -1.18

## Properties
SMILES: C=Cc1c(C)c(O)c2cc3c(c(O)c2c1O)C(=O)[C@@](C)(O)C(=O)C3(C)C
E, eV: -33348.75372
Kohn-Sham gap, eV: 6.560
Energy above the lowest of the compared OMol25 structures with the same formula, charge and spin, eV: 0.0000
F_max, eV Å⁻¹: 3.7
HOMO energy, eV: -7.25
LUMO, eV: -0.69
Charge: 0

***

> Which value of F_max does entry 1 give?

0.6 eV Å⁻¹

***

> Among the records above, which one has the lowest F_max?

C20H20N4S5Ti

***

> Which of these has the highest E?

C20H20N4O2